Run a
DFT (ωB97M-V/def2-TZVPD) results for a 2-piece molecular cluster, C2H10N4O overall.

```
17
C2H10N4O (ωB97M-V/def2-TZVPD)
O -1.445 -1.722 1.432
N -0.478 0.788 -0.254
N 1.658 0.317 -0.927
N 0.811 0.777 -0.114
N -0.645 -1.368 -1.324
C -0.916 0.033 -1.375
C 1.234 1.458 1.141
H -1.074 -1.723 -0.511
H 0.706 2.396 1.146
H 0.244 -1.639 -1.263
H -1.235 -0.827 1.054
H -2.007 -1.746 2.223
H 2.370 1.547 1.064
H -2.086 0.140 -1.424
H 2.602 0.131 -0.587
H 0.946 0.853 2.018
H -0.684 0.585 -2.298
```

- HOMO energy: -8.89 eV
- LUMO: 0.66 eV
- Gap between HOMO and LUMO: 9.55 eV


Run b
DFT (ωB97M-V/def2-TZVPD) results for a 2-piece molecular cluster, C2H10N4O overall.

```
17
C2H10N4O (ωB97M-V/def2-TZVPD)
O 1.386 -2.086 0.209
N 1.268 0.139 0.860
N 0.934 -1.097 1.189
N 2.295 0.292 0.044
N -0.903 0.162 0.172
C -1.175 -0.219 -1.189
C -1.565 1.375 0.565
H 2.003 -2.723 0.583
H -1.530 2.172 -0.196
H -1.094 1.787 1.462
H 2.456 1.262 -0.180
H -2.637 1.235 0.778
H -0.247 -0.828 0.969
H -0.728 -1.194 -1.391
H -0.751 0.507 -1.906
H 2.541 -0.483 -0.563
H -2.252 -0.300 -1.405
```

- HOMO energy: -6.91 eV
- LUMO: 0.36 eV
- Gap between HOMO and LUMO: 7.27 eV


Which of them is most stable, and which least? Most stable: run a; least stable: run b.


Run a
DFT (ωB97M-V/def2-TZVPD) results for a single C2H2ClNS2 molecule.

```
8
C2H2ClNS2 (ωB97M-V/def2-TZVPD)
Cl -0.459 2.804 -0.034
S -0.699 -1.426 -1.354
S 0.784 1.050 -0.622
N 0.242 0.048 -1.649
C 0.381 0.023 0.651
C -0.327 -1.098 0.317
H -0.556 -1.853 1.075
H 0.633 0.451 1.615
```

- HOMO energy: -9.06 eV
- LUMO: -0.48 eV
- Gap between HOMO and LUMO: 8.58 eV


Run b
DFT (ωB97M-V/def2-TZVPD) results for a single C2H2ClNS2 molecule.

```
8
C2H2ClNS2 (ωB97M-V/def2-TZVPD)
Cl -1.930 2.369 -2.041
S 0.045 0.379 -2.595
S -2.612 0.155 -0.434
N -1.050 1.411 -3.070
C -0.989 0.106 -0.034
C 0.062 0.063 -0.914
H 1.043 -0.217 -0.569
H -0.755 0.017 1.022
```

- HOMO energy (alpha / beta): -8.56 / -8.72 eV
- LUMO (alpha / beta): -1.88 / -1.52 eV
- Gap between HOMO and LUMO (alpha / beta): 6.69 / 7.21 eV


Which of them is most stable, and which least? Most stable: run a; least stable: run b.


Run a
DFT (ωB97M-V/def2-TZVPD) results for C36H31Br2InN5OSSeSi as an isolated structure.

```
79
C36H31Br2InN5OSSeSi (ωB97M-V/def2-TZVPD)
In -14.868 -1.660 11.346
Br -21.445 1.814 10.895
Br -18.188 -0.549 14.725
Se -13.936 -2.215 8.926
S -15.712 0.897 11.063
Si -13.846 -0.412 7.519
O -16.820 -1.827 12.260
N -13.358 -2.924 12.291
N -13.034 0.554 11.269
N -14.152 -0.709 13.611
N -17.539 -1.692 9.666
N -15.553 -4.398 11.424
C -16.580 -6.381 10.531
C -12.259 -0.817 15.054
C -15.354 -6.927 10.333
C -17.855 -1.119 11.989
C -16.577 -5.084 11.096
C -18.265 -0.982 10.629
C -12.337 3.281 11.080
C -14.049 1.446 11.103
C -11.729 -5.974 10.893
C -17.887 -1.575 8.441
C -19.697 -0.073 8.914
C -12.578 0.457 15.535
C -13.680 2.816 11.001
C -11.135 -2.863 15.287
C -12.735 -2.630 13.465
C -20.085 0.556 11.302
C -19.358 -0.146 10.284
C -13.041 -1.089 5.900
C -15.460 0.528 7.265
C -11.352 2.292 11.260
C -11.918 -4.785 11.567
C -14.531 0.445 14.157
C -12.999 -1.354 13.999
C -12.832 -6.678 10.454
C -18.634 -0.420 12.903
C -18.993 -0.792 8.013
C -13.745 1.055 15.138
C -11.902 -3.459 14.213
C -11.794 0.988 11.281
C -17.417 -2.669 7.571
C -19.701 0.345 12.609
C -14.311 -4.924 11.225
C -12.520 0.860 8.041
C -11.162 -1.516 15.663
C -13.151 -4.230 11.763
C -14.167 -6.189 10.683
H -19.199 -0.798 6.933
H -13.041 -0.309 5.172
H -18.014 -3.511 7.826
H -20.615 0.408 8.573
H -16.018 0.577 8.237
H -10.725 -6.303 10.694
H -13.484 -1.982 5.393
H -10.286 2.430 11.300
H -17.449 -7.009 10.385
H -15.401 0.933 13.738
H -11.928 0.829 16.363
H -11.105 -4.176 11.874
H -13.996 1.948 15.611
H -12.309 1.371 7.113
H -20.252 0.831 13.507
H -16.413 -2.895 7.893
H -12.066 -1.417 6.190
H -17.505 -4.562 11.263
H -11.646 0.292 8.355
H -10.622 -1.127 16.556
H -11.064 0.167 11.256
H -14.463 3.547 10.977
H -12.854 1.610 8.751
H -17.468 -2.490 6.543
H -12.715 -7.624 9.907
H -11.809 -4.504 13.978
H -15.165 -7.901 9.819
H -12.279 4.367 11.043
H -16.231 0.099 6.555
H -15.164 1.507 6.950
H -10.480 -3.440 15.928
```

- HOMO energy: -4.52 eV
- LUMO: 2.43 eV
- Gap between HOMO and LUMO: 6.95 eV
- Charge: -1


Run b
DFT (ωB97M-V/def2-TZVPD) results for C36H31Br2InN5OSSeSi as an isolated structure.

```
79
C36H31Br2InN5OSSeSi (ωB97M-V/def2-TZVPD)
In 0.265 0.491 -0.108
Br -1.192 -4.028 1.286
Br -5.301 -3.956 -2.520
Se -0.777 2.589 1.077
S 0.848 1.246 -2.481
Si -2.909 2.442 1.895
O -0.760 -1.328 0.439
N 2.217 0.607 0.732
N 0.803 -0.328 2.935
N 1.846 -1.454 -0.900
N -2.276 0.244 -1.317
N 0.254 -1.075 -3.590
C 0.825 0.927 5.393
C -2.491 2.420 -2.253
C -4.393 2.457 0.717
C 3.162 3.077 3.433
C 2.501 2.540 4.505
C 1.609 -2.205 -5.177
C -2.262 -3.050 0.130
C 2.639 -3.278 -2.254
C -2.593 -1.049 -1.097
C -3.085 3.815 3.157
C -3.711 -1.640 -1.749
C 1.689 1.361 4.338
C 3.906 -2.887 -2.098
C -1.798 -1.772 -0.146
C 0.426 -2.063 -4.429
C -4.424 -0.786 -2.655
C 1.167 -0.120 -3.542
C 4.233 -1.767 -1.283
C -2.952 1.026 -2.082
C 1.655 0.712 3.110
C 2.468 -0.182 -4.186
C 4.645 0.377 0.501
C 5.530 -1.328 -0.972
C 3.347 0.041 0.192
C 3.133 -1.057 -0.722
C -3.153 0.797 2.899
C -4.047 0.494 -2.774
C -0.020 -0.128 5.196
C -3.238 -3.698 -0.597
C 3.057 2.423 2.148
C -3.957 -3.002 -1.523
C 1.624 -2.544 -1.575
C 2.687 -1.292 -4.986
C 2.365 1.245 1.989
C 5.737 -0.309 -0.057
C 0.012 -0.726 3.902
H -5.234 -1.200 -3.191
H 3.842 3.887 3.499
H 1.822 -3.113 -5.749
H 2.653 2.964 5.480
H 3.480 2.953 1.296
H 3.314 0.436 -3.858
H 0.622 -2.733 -1.716
H 6.393 -1.847 -1.455
H -2.579 4.768 2.746
H -3.358 3.064 -2.246
H 0.914 1.416 6.414
H 4.707 -3.365 -2.595
H -4.088 4.099 3.359
H 6.748 -0.078 0.233
H -1.743 2.563 -3.089
H -5.248 2.224 1.408
H -4.234 1.674 -0.023
H 4.901 1.086 1.284
H -4.176 0.821 3.309
H -2.403 0.761 3.697
H -0.328 -2.864 -4.427
H -4.534 1.146 -3.496
H -2.995 -0.071 2.221
H -0.707 -0.501 6.010
H -4.538 3.434 0.259
H 2.389 -4.182 -2.772
H 3.641 -1.548 -5.383
H -1.931 2.664 -1.324
H -3.442 -4.766 -0.440
H -2.521 3.585 4.015
H -0.681 -1.560 3.634
```

- HOMO energy: -4.60 eV
- LUMO: 2.40 eV
- Gap between HOMO and LUMO: 7.00 eV
- Charge: -1


Which of them is most stable, and which least? Most stable: run b; least stable: run a.


Run a
DFT (ωB97M-V/def2-TZVPD) results for an isolated ion of composition C2H8IN2 and charge +1.

```
13
C2H8IN2 (ωB97M-V/def2-TZVPD)
I -2.942 -0.802 0.836
N 0.961 -0.945 0.519
N -1.410 0.567 0.346
C -0.487 0.573 -0.832
C 0.981 0.171 -0.346
H -1.731 1.517 0.680
H 1.753 -1.598 0.508
H 0.952 -0.671 1.512
H 1.683 0.205 -1.245
H -0.421 1.581 -1.165
H -0.018 -1.389 0.459
H -0.600 -0.223 -1.609
H 1.279 1.012 0.338
```

- HOMO energy: -12.71 eV
- LUMO: -4.25 eV
- Gap between HOMO and LUMO: 8.45 eV
- SMILES string: [NH3+]CCNI
- Charge: +1


Run b
DFT (ωB97M-V/def2-TZVPD) results for a 2-piece molecular cluster, C2H8IN2 overall.

```
13
C2H8IN2 (ωB97M-V/def2-TZVPD)
I -0.945 -0.240 -1.947
N -0.158 2.235 -0.528
N 0.723 -2.118 0.052
C -0.851 0.895 -0.132
C 0.495 -1.633 1.227
H -0.285 -2.017 1.801
H 1.532 -1.737 -0.537
H -1.883 0.952 0.373
H 0.125 -3.008 -0.213
H 0.764 1.949 -0.375
H -0.273 2.558 -1.497
H 1.160 -0.818 1.638
H -0.404 2.981 0.138
```

- HOMO energy: -11.10 eV
- LUMO: -4.25 eV
- Gap between HOMO and LUMO: 6.85 eV
- Charge: +1


Which of them is most stable, and which least? Most stable: run a; least stable: run b.